No. 1
Entry from the OMol25 dataset: a gas-phase ion, CHN6 (charge -1) in a non-equilibrium geometry (wB97M-V/def2-TZVPD).

Last column: natural (NBO) charge in e.
Positions of all 8 atoms, in Å:
C1 0.04419 1.53822 1.16091  0.31
N1 -0.32249 2.43953 2.00396  -0.39
N2 0.91541 2.99462 -0.10539  -0.27
N3 0.12811 3.82353 1.78020  -0.25
N4 0.70486 3.86891 0.69459  0.01
N5 0.48602 -0.56801 0.17097  -0.46
N6 -0.24681 0.47480 0.49453  -0.24
H1 -0.24036 -1.31097 -0.29368  0.28

Its multiplicity is 1. The HOMO energy (alpha / beta) is -0.1311 / -0.1321 hartree. Its total charge is -1. As for the LUMO energy (alpha / beta): 3.95 / 3.90 eV. The energy above the lowest of the compared OMol25 structures with the same formula, charge and spin comes out at 89.9 kcal per mole.

=====

No. 2
Entry from the OMol25 dataset: C5H8O in the gas phase (wB97M-V/def2-TZVPD).

Last column: natural (NBO) charge in e.
Positions of all 14 atoms, in Å:
O1 -1.62356 1.67869 -0.85249  -0.66
C1 -0.34563 1.64820 -0.53361  0.26
C2 -0.18649 0.89068 0.76861  -0.59
C3 0.48333 -0.36136 0.24947  0.03
C4 -0.45717 -1.48337 -0.08740  -0.66
C5 1.79414 -0.41746 0.02639  -0.39
H1 -1.67099 2.10740 -1.71907  0.50
H2 -1.11610 0.66564 1.31403  0.21
H3 0.48994 1.47143 1.40099  0.24
H4 -0.32751 -2.20540 0.72081  0.23
H5 -0.23430 -1.96141 -1.04702  0.22
H6 -1.50640 -1.16898 -0.08593  0.22
H7 2.44987 0.38800 0.34569  0.20
H8 2.25087 -1.25206 -0.50047  0.20

Its multiplicity is 1. The HOMO energy is -0.3134 hartree. As for the LUMO energy: 0.90 eV. The energy above the lowest of the compared OMol25 structures with the same formula, charge and spin comes out at 76.9 kcal per mole.

=====

No. 3
Entry from the OMol25 dataset: a molecular structure, C45H48N12O3Si2Ti in a non-equilibrium geometry (wB97M-V/def2-TZVPD).

Last column: Mulliken charge in e.
Positions of all 111 atoms, in Å:
Ti1 -0.23135 0.62498 -0.43279  -0.21
C1 -3.06712 -0.73253 4.73973  -1.27
N1 -1.97473 -0.91013 3.77586  1.17
C2 -1.83142 -0.33816 2.58484  -1.26
N2 -0.60664 -0.53398 2.12283  0.18
C3 -0.03867 -1.27727 3.11514  -0.36
N3 -0.82372 -1.51937 4.14057  -1.06
C4 -2.97648 0.64347 5.36446  0.77
C5 -4.03859 1.53701 5.38759  -0.66
C6 -3.86533 2.80699 5.93309  -0.73
C7 -2.62839 3.20781 6.41487  -0.73
C8 -1.55941 2.31907 6.36667  0.24
C9 -1.74655 1.03783 5.86823  -0.02
C10 -0.19969 2.70059 6.75726  0.13
N4 0.24070 3.55082 7.61211  -0.55
N5 1.63834 3.46198 7.57033  -0.48
C11 1.91243 2.56458 6.69147  0.54
O1 0.80329 2.03985 6.12589  -0.04
C12 3.20208 2.04823 6.22803  -0.09
C13 4.30141 2.03779 7.07354  -1.00
C14 5.49928 1.50188 6.62144  -0.61
C15 5.59767 0.99314 5.33662  -0.93
C16 4.49998 1.02122 4.48198  1.06
C17 4.67761 0.50654 3.07092  -1.45
N6 3.57373 0.86000 2.18642  0.72
C18 2.60709 0.10352 1.67057  -1.40
N7 1.79243 0.85133 0.94218  1.60
C19 2.33390 2.10714 1.07152  -0.61
N8 3.41539 2.14747 1.80671  -0.99
C20 3.30182 1.54378 4.93205  0.13
H1 -2.92928 -1.51152 5.48425  0.34
H2 -4.01697 -0.89159 4.23523  0.38
H3 -2.62593 0.20905 2.09731  0.33
H4 0.96970 -1.65897 3.09503  0.39
H5 -5.00450 1.24695 4.98557  0.44
H6 -4.69979 3.49684 5.96126  0.43
H7 -2.48226 4.20405 6.81581  0.53
H8 -0.91121 0.34905 5.84811  0.71
H9 4.20882 2.44022 8.07438  0.53
H10 6.36244 1.48470 7.27366  0.40
H11 6.54257 0.58398 4.99181  0.45
H12 4.78608 -0.57749 3.05482  0.35
H13 5.57347 0.94256 2.63623  0.49
H14 2.55598 -0.96636 1.80264  0.77
H15 1.92457 2.99055 0.60609  0.66
H16 2.43264 1.59025 4.28382  0.34
C21 -2.07501 4.83825 1.57279  -1.62
Si1 -1.51556 3.08465 1.20918  -0.38
C22 -0.62846 2.66245 2.80460  0.70
C23 -3.18371 2.25436 0.98528  -0.98
N9 -0.47086 2.61204 -0.15155  1.84
C24 0.23099 3.56518 -0.93237  -0.20
C25 0.32688 4.90144 -0.48916  -0.60
C26 1.08335 5.87099 -1.11470  -1.11
C27 1.81871 5.55378 -2.24395  -1.10
C28 1.74436 4.26066 -2.71605  -0.77
C29 0.97781 3.25897 -2.10814  0.47
N10 1.40640 0.82542 -1.80743  -0.65
Si2 1.98989 -0.79875 -2.42398  0.55
C30 1.26127 -2.04970 -1.23813  -1.04
C31 3.82078 -0.76650 -2.17044  -1.20
C32 1.41115 -1.22625 -4.11548  -1.12
H17 -2.84985 4.73119 2.34049  0.33
H18 -2.52562 5.34763 0.71527  0.44
H19 -1.29134 5.47653 1.98642  0.47
H20 -1.34033 2.64788 3.64520  -0.41
H21 0.09304 3.46601 3.00291  0.75
H22 -0.08741 1.71779 2.79938  -0.67
H23 -3.68674 2.14699 1.95578  0.45
H24 -3.18276 1.29066 0.47766  0.13
H25 -3.79675 2.92843 0.37774  0.47
H26 -0.20466 5.18745 0.40143  0.34
H27 1.09904 6.87549 -0.70913  0.43
H28 2.43575 6.28795 -2.74537  0.45
H29 2.30347 4.02033 -3.60947  0.70
H30 1.14869 -1.66238 -0.21717  0.03
H31 1.90814 -2.92999 -1.16371  0.61
H32 0.28488 -2.38401 -1.58994  0.31
H33 4.04391 -0.78243 -1.09876  0.27
H34 4.29353 0.12158 -2.60132  0.34
H35 4.29524 -1.64373 -2.62280  0.45
H36 0.33287 -1.05843 -4.20386  0.30
H37 1.60090 -2.29450 -4.26402  0.50
H38 1.90807 -0.67720 -4.91386  0.34
O2 3.31733 2.46575 -6.41043  -0.54
C33 2.03639 2.05362 -6.50514  0.27
O3 1.60249 1.64045 -7.53821  -0.54
C34 1.21165 2.08452 -5.24936  1.38
C35 -0.22932 2.20953 -5.41321  -1.36
C36 -1.05321 1.92432 -4.38320  -1.30
C37 -0.51417 1.55375 -3.11943  -0.68
C38 0.92373 1.87349 -2.78899  3.57
C39 1.75453 1.87408 -4.05054  -2.44
N11 -1.15397 0.92174 -2.15263  1.21
C40 -2.45712 0.54141 -2.14630  -0.75
C41 -2.75730 -0.46827 -1.23076  0.12
C42 -4.03461 -1.07225 -1.10649  -1.28
C43 -4.16298 -2.21808 -0.38620  -0.61
C44 -3.01926 -2.78862 0.22442  -1.05
C45 -1.84573 -2.10565 0.15945  -0.44
N12 -1.69140 -0.91660 -0.48565  0.98
H39 3.48007 2.86999 -5.55026  0.44
H40 -0.61918 2.43673 -6.39609  0.49
H41 -2.12486 1.89470 -4.54194  0.41
H42 2.17675 1.25554 -1.30381  0.86
H43 2.82420 1.70677 -3.93348  0.44
H44 -3.17153 0.91371 -2.86463  0.40
H45 -4.87279 -0.62330 -1.62568  0.54
H46 -5.12581 -2.70667 -0.30142  0.46
H47 -3.06273 -3.73796 0.74028  0.50
H48 -0.96783 -2.50499 0.64220  0.45

Its multiplicity is 2. The HOMO energy (alpha / beta) is -0.3361 / -0.3417 hartree. Its total charge is +1. As for the LUMO energy (alpha / beta): -3.33 / -3.27 eV. The energy above the lowest of the compared OMol25 structures with the same formula, charge and spin comes out at 55.1 kcal per mole.

=====

No. 4
Entry from the OMol25 dataset: 2 unconnected molecules or ions with the total composition C3H10S3 (wB97M-V/def2-TZVPD).

Last column: natural (NBO) charge in e.
Positions of all 16 atoms, in Å:
C1 -1.93450 -1.32410 2.25745  -0.74
S1 -1.82855 -0.50635 0.64239  0.08
S2 -1.55589 1.46010 1.21981  -0.13
H1 -2.04786 -2.38470 2.02562  0.23
H2 -1.04819 -1.10901 2.85041  0.23
H3 -2.82688 -0.98131 2.78924  0.22
H4 -2.84241 1.66668 1.53691  0.12
C2 1.57880 0.70327 -0.48830  -0.62
C3 1.53078 -0.18933 -1.73256  -0.52
S3 2.36949 0.52583 -3.16978  -0.05
H5 0.91776 1.55473 -0.59595  0.21
H6 1.34135 0.12959 0.40252  0.21
H7 2.57903 1.11374 -0.36264  0.21
H8 0.48726 -0.39970 -1.97978  0.22
H9 1.99368 -1.15052 -1.53246  0.21
H10 1.28615 0.89108 -3.86287  0.12

Its multiplicity is 1. The HOMO energy is -0.3272 hartree. As for the SMILES: CCS.CSS. As for the LUMO energy: 0.47 eV. The energy above the lowest of the compared OMol25 structures with the same formula, charge and spin comes out at 1.7 kcal per mole.

=====

No. 5
Entry from the OMol25 dataset: 2 unconnected molecules or ions with the total composition C3H9NOS in a non-equilibrium geometry (wB97M-V/def2-TZVPD).

Last column: natural (NBO) charge in e.
Positions of all 15 atoms, in Å:
C1 -2.65030 0.36471 0.04240  -0.65
C2 0.68155 -1.28756 0.36384  -0.80
C3 2.26162 0.63383 -0.51011  -0.78
N1 -2.15208 -0.46248 -0.87745  -0.16
O1 -0.08766 1.21700 0.75296  -0.98
S1 0.41840 0.37271 -0.36303  1.25
H1 -3.26290 1.23866 -0.36105  0.22
H2 -1.71131 0.95414 0.25943  0.31
H3 -3.28963 -0.25114 0.71305  0.23
H4 -0.35530 -1.65762 0.81175  0.25
H5 1.12692 -1.87812 -0.44688  0.22
H6 1.28599 -1.26922 1.15599  0.21
H7 2.73619 -0.25780 -0.71894  0.22
H8 2.36314 1.43199 -1.22998  0.23
H9 2.63537 0.85090 0.40801  0.23

Its multiplicity is 3. The HOMO energy (alpha / beta) is -0.3030 / -0.3476 hartree. As for the LUMO energy (alpha / beta): 0.81 / 0.49 eV. The energy above the lowest of the compared OMol25 structures with the same formula, charge and spin comes out at 0.0 kcal per mole.